Entry 1:
Formula: C19H18CrI2N2O3S
Source: OMol25
Level of theory: wB97M-V/def2-TZVPD

Values from the calculation:
**Calculated total energy**: -3107.873981 hartree
**Multiplicity**: 2
**Kohn-Sham gap (spin up / spin down)**: 0.2660 / 0.2956 hartree
**Charge**: +1
**LUMO level (spin up / spin down)**: -0.1475 / -0.1197 Eh

```
46
Properties=species:S:1:pos:R:3:forces:R:3
Cr 0.495596 -0.170822 0.318305 0.1420 -0.1275 0.9888
O 1.924183 0.329085 1.764240 -0.3971 -0.0470 0.4446
C 2.225109 0.985709 0.735827 -0.5307 -0.3230 -0.7187
O 2.206325 0.309178 -0.374137 0.7075 -0.0160 -0.4301
C 2.132421 2.460379 0.669869 -0.0012 -0.0484 0.1727
C 3.146369 3.361192 0.944902 -0.0066 0.0528 -0.0654
C 2.875451 4.718965 0.874514 -0.0036 -0.0303 -0.0143
C 1.598757 5.161101 0.547344 0.0798 0.0348 0.0322
C 0.581102 4.259437 0.294675 -0.0576 -0.0884 -0.0198
C 0.839227 2.892515 0.354884 0.0694 0.2346 0.0254
S -0.448717 1.729502 0.014469 -0.2388 0.2611 -0.1185
H 4.134792 3.007207 1.202715 0.0208 -0.0076 0.0067
H 3.659976 5.434342 1.076639 0.0102 0.0086 0.0058
H 1.394135 6.221370 0.493459 0.0021 0.0166 0.0033
H -0.412320 4.610362 0.049158 -0.0171 -0.0172 -0.0094
I -2.684836 -0.824251 -1.876524 -0.0345 -0.0243 -0.0163
C -1.140904 -1.800291 -2.935689 -0.0147 0.0611 -0.0411
I 0.475155 -2.391750 -1.680718 -0.0067 0.1262 -0.0020
H -0.745147 -1.117781 -3.677476 0.0363 0.0041 0.0566
H -1.529540 -2.697002 -3.403212 -0.0072 -0.0113 0.0829
C -0.996353 -2.525000 5.957686 -0.0230 -0.0419 0.0218
N -1.435624 -1.990610 4.679386 0.0787 0.1020 -0.1930
N -0.642281 -2.081092 3.557975 -0.1018 0.2134 -0.1074
C -1.107080 -1.205113 2.623270 -0.2026 -0.0083 0.4651
O -0.636674 -1.202681 1.438619 0.3027 -0.2044 -0.5820
C -2.179353 -0.503237 3.205128 0.1653 -0.0429 -0.0330
C -2.330506 -1.003203 4.479457 0.0490 -0.0814 -0.0848
C -3.247231 -0.582034 5.565856 -0.0654 0.0494 0.0636
C 0.253177 -3.168563 3.325389 0.0129 0.0030 -0.0045
C 1.582280 -2.885806 3.047072 -0.0574 -0.1293 0.0111
C 2.441682 -3.941103 2.773974 -0.0580 0.0304 0.0270
C 1.971539 -5.247326 2.804595 0.1108 0.0289 -0.0165
C 0.642100 -5.511167 3.098915 -0.0659 -0.0324 0.0132
C -0.234127 -4.467765 3.351957 0.1156 0.0442 -0.0504
H -0.108646 -3.126911 5.788680 -0.0068 -0.0045 0.0531
H -1.776038 -3.158285 6.377184 0.0274 0.0249 0.0350
H -0.759636 -1.712899 6.644242 0.0175 -0.0337 0.0162
H -2.761509 0.267879 2.735480 -0.0159 0.0242 -0.0243
H -3.990388 0.109588 5.179360 -0.0005 0.0083 -0.0092
H -2.691764 -0.076731 6.358033 -0.0114 0.0011 0.0242
H -3.761832 -1.436169 6.004567 -0.0042 -0.0132 0.0116
H 1.929093 -1.861915 3.043383 0.0032 0.0507 -0.0159
H 3.480696 -3.739223 2.553302 0.0155 -0.0145 -0.0099
H 2.648706 -6.065457 2.601425 0.0050 -0.0159 -0.0022
H 0.284539 -6.531257 3.119858 -0.0137 -0.0084 0.0012
H -1.280304 -4.651374 3.557380 -0.0294 -0.0084 0.0067
```
Positions in Å, forces in eV/Å.

Atom charges from the Mulliken analysis, given in e for atoms 1 to 5: number 1, Cr, carries -0.041; number 2, O, carries -0.528; number 3, C, carries 1.162; number 4, O, carries -0.312; number 5, C, carries 0.312

---

Entry 2:
Formula: C19H18FeN2
Source: OMol25
Level of theory: wB97M-V/def2-TZVPD

Values from the calculation:
**Calculated total energy**: -2107.746669 hartree
**Multiplicity**: 5
**Kohn-Sham gap (spin up / spin down)**: 0.0865 / 0.2114 hartree
**Charge**: -2
**LUMO level (spin up / spin down)**: 0.1960 / 0.1891 Eh

```
40
Properties=species:S:1:pos:R:3:forces:R:3
C 1.492912 1.912505 -0.298982 0.7083 -0.7185 -0.4488
C 0.285322 1.909754 0.423287 -0.3318 1.3647 -0.1392
C -0.146055 0.694772 0.971648 0.0686 -2.1622 1.3980
C 0.706548 -0.442935 0.855638 -1.2345 -0.0362 0.9472
C 1.818439 -0.486434 0.023375 0.4173 -1.3085 0.2248
C 2.230041 0.730350 -0.544062 -0.3067 1.6728 -0.1891
N 0.187578 -1.389336 1.741628 -0.3279 1.4947 -0.8819
C -0.952333 -0.835533 2.300256 0.4755 0.1911 0.0663
N -1.167386 0.404770 1.864668 0.1737 0.0239 -0.2790
H 1.891722 2.856992 -0.677080 -0.1193 -0.1583 -0.0055
H -0.281291 2.816012 0.681503 0.3929 -0.2443 -0.3279
H 2.286514 -1.453422 -0.165139 0.1492 0.3701 -0.0711
H 3.142270 0.769332 -1.140830 -0.1741 0.0933 0.0799
H -1.548832 -1.415579 2.994962 -0.0729 0.2876 -0.2037
C 2.436083 -3.395949 2.284978 -1.5049 -0.7320 0.0572
C 1.244370 -4.050231 2.250955 1.2489 -1.8543 0.2815
C 0.668219 -4.714764 1.042993 1.6494 1.1889 -2.0218
C 0.738242 -6.102882 0.592198 1.5664 0.2135 -0.2163
C -0.039878 -6.255684 -0.618149 1.4655 0.2714 -0.8377
C -0.564237 -4.963369 -0.980625 1.8557 0.7024 -0.8185
C -0.078374 -4.006488 -0.006426 1.3742 0.3286 -0.5414
Fe -1.120600 -5.422075 0.874313 -0.4414 0.0046 -0.4100
C -2.071895 -4.603580 2.452720 -1.3999 -0.4288 1.0297
C -1.563455 -5.929949 2.740568 -1.6303 -0.2790 1.0423
C -2.109648 -6.847449 1.753939 -1.6844 -0.2984 1.2056
C -2.960339 -6.075050 0.853974 -1.6141 -0.3567 1.1870
C -2.932411 -4.690507 1.294594 -1.4245 -0.4678 1.1762
H 2.787300 -3.025370 3.242816 0.1677 0.1577 -0.1556
H 2.973827 -3.146259 1.363693 -0.1690 -0.1552 0.4472
H 0.666688 -2.220888 2.051804 -0.2745 0.3189 -0.2235
H 0.694989 -4.337890 3.199701 0.7626 0.7424 -0.8584
H 1.334583 -6.857915 1.101523 -0.4003 0.0017 -0.1175
H -0.098165 -7.136610 -1.251771 -0.0941 0.0384 0.3474
H -1.098494 -4.720299 -1.894929 0.0119 -0.0888 0.3021
H -0.190776 -2.931115 0.012840 -0.3522 -0.2167 -0.1764
H -1.975373 -3.731208 3.094770 0.2367 -0.1536 -0.3300
H -0.987170 -6.210511 3.617173 0.0897 0.0741 -0.2873
H -1.986241 -7.926145 1.764467 0.0779 0.2382 -0.1801
H -3.595587 -6.478218 0.071478 0.2526 0.0792 0.0513
H -3.557465 -3.879875 0.925301 0.4120 -0.1987 -0.1230
```
Positions in Å, forces in eV/Å.

Atom charges from the Mulliken analysis, given in e for atoms 1 to 5: number 1, C, carries -0.190; number 2, C, carries -0.853; number 3, C, carries 0.023; number 4, C, carries 0.478; number 5, C, carries -0.206

---

Entry 3:
Formula: C19H18FeO7S
Source: OMol25
Level of theory: wB97M-V/def2-TZVPD

Values from the calculation:
**Calculated total energy**: -2923.130585 hartree
**Multiplicity**: 5
**Kohn-Sham gap (spin up / spin down)**: 0.2167 / 0.1958 hartree
**LUMO level (spin up / spin down)**: 0.0100 / -0.0952 Eh

```
46
Properties=species:S:1:pos:R:3:forces:R:3
O -2.517762 4.133480 3.219474 -0.4059 -2.0472 -1.3389
C -2.638891 3.040818 2.830103 1.8146 4.8292 2.1868
Fe -3.073316 1.338970 2.776175 1.2132 -0.0319 1.6771
C -2.337451 1.015878 4.560030 2.0722 -0.6955 3.7133
O -2.074072 1.107032 5.686916 -0.8089 0.0019 -2.6214
C -4.432363 1.727679 3.912788 -4.6017 1.3356 4.2059
O -5.136356 2.082376 4.769874 1.6104 -0.7382 -2.1698
C -1.746396 0.800245 1.282580 2.1876 -1.4851 0.1682
C -2.594358 1.629659 0.398093 0.2791 0.4088 -1.5933
C -3.909594 1.757825 1.079597 -2.6569 -0.0951 -2.0289
C -4.508103 0.530318 1.450039 -0.6352 0.8006 -1.1308
C -3.677659 -0.544573 1.778442 -0.6773 -2.2898 -0.1640
C -2.280924 -0.364718 1.847266 1.0859 0.0229 -1.2736
H -0.672750 0.986404 1.312697 -0.3397 -0.0626 0.1264
H -2.138958 2.598872 0.156536 -0.0418 -0.1838 0.3579
H -2.733126 1.135489 -0.581013 -0.0051 -0.0311 0.0307
H -4.493074 2.665638 0.953985 -0.1304 -0.3191 -0.2118
H -5.590370 0.477767 1.584627 0.3404 -0.0652 0.2507
H -4.098444 -1.494939 2.105737 -0.0228 0.3520 0.0266
H -1.642256 -1.085268 2.372247 -0.2939 0.3184 -0.2404
C 1.919327 -3.592587 2.214208 -0.0385 -0.2986 -0.0805
C 1.984144 -2.115374 1.930976 -0.0241 -0.4207 0.3437
O 1.480006 -1.936284 0.587141 0.3364 1.3056 0.2322
C 1.419740 -0.611923 0.247775 -0.1454 0.3244 2.2349
C 1.159760 -0.494392 -1.161770 -0.3049 -0.5854 0.0566
S 1.639180 0.884088 -2.023543 1.6898 1.9776 -2.4295
C 2.553395 0.237145 -3.447324 -0.2491 -0.6244 0.0821
C 3.950933 0.246397 -3.423261 0.0082 0.0150 -0.0453
C 4.664674 -0.122880 -4.564300 -0.2985 -0.0033 -0.0498
C 3.982997 -0.527125 -5.718082 -0.1331 0.0273 0.2248
C 2.586522 -0.623361 -5.701688 0.0481 0.0998 0.1709
C 1.868211 -0.244279 -4.563631 0.1741 0.0002 -0.0907
O 0.469439 1.547260 -2.555744 0.0924 -0.5183 0.5915
O 2.665566 1.630050 -1.339487 -0.8004 -0.2923 0.5687
O 1.526031 0.304914 1.067633 0.0125 -1.6234 -1.8342
H 2.322035 -3.798093 3.205347 0.0333 -0.0078 0.0088
H 0.886323 -3.949317 2.188139 0.0936 0.0387 -0.0141
H 2.497234 -4.158139 1.475736 -0.0714 0.0789 0.1439
H 1.372962 -1.553660 2.651581 0.2079 -0.0210 -0.3579
H 3.023434 -1.755387 1.978779 -0.3878 0.0795 -0.0674
H 0.722722 -1.310164 -1.729948 0.0788 0.1274 0.1476
H 4.482014 0.552997 -2.524535 -0.2067 0.0507 -0.2047
H 5.753537 -0.084501 -4.541430 -0.2885 -0.0117 -0.0757
H 4.538645 -0.769791 -6.627803 -0.2017 0.0051 0.3520
H 2.046014 -0.983738 -6.576929 0.1790 0.1246 0.2000
H 0.781379 -0.310810 -4.544033 0.2123 0.1274 -0.0787
```
Positions in Å, forces in eV/Å.

Atom charges from the Mulliken analysis, given in e for atoms 1 to 5: number 1, O, carries -0.379; number 2, C, carries 0.189; number 3, Fe, carries 0.495; number 4, C, carries 0.000; number 5, O, carries -0.321